Record 1
{
  "formula": "C36H96B2F8N6O12",
  "method": "ωB97M-V/def2-TZVPD",
  "total_energy_ha": -3508.05986,
  "charge": 4,
  "species": ["C", "O", "C", "C", "N", "H", "H", "C", "C", "O", "C", "H", "H", "H", "H", "H", "H", "H", "H", "H", "H", "H", "H", "H", "H", "C", "O", "C", "C", "N", "H", "H", "C", "C", "O", "C", "H", "H", "H", "H", "H", "H", "H", "H", "H", "H", "H", "H", "H", "H", "C", "O", "C", "C", "N", "H", "H", "C", "C", "O", "C", "H", "H", "H", "H", "H", "H", "H", "H", "H", "H", "H", "H", "H", "H", "C", "O", "C", "C", "N", "H", "H", "C", "C", "O", "C", "H", "H", "H", "H", "H", "H", "H", "H", "H", "H", "H", "H", "H", "H", "C", "O", "C", "C", "N", "H", "H", "C", "C", "O", "C", "H", "H", "H", "H", "H", "H", "H", "H", "H", "H", "H", "H", "H", "H", "C", "O", "C", "C", "N", "H", "H", "C", "C", "O", "C", "H", "H", "H", "H", "H", "H", "H", "H", "H", "H", "H", "H", "H", "H", "B", "F", "F", "F", "F", "B", "F", "F", "F", "F"],
  "coordinates": [[-6.4544, -0.1771, 0.9620], [-7.8880, -0.1249, 0.7474], [-8.2488, 0.7817, -0.3161], [-9.8512, 0.7897, -0.3833], [-10.5721, -0.6030, -0.2428], [-10.5138, -1.0432, 0.6643], [-11.5639, -0.4123, -0.2523], [-10.1089, -1.7843, -1.1163], [-10.9912, -2.9830, -0.7048], [-12.3578, -2.6462, -0.8332], [-13.3209, -3.6941, -0.3846], [-6.3595, -0.9706, 1.7033], [-5.8600, 0.6315, 1.3875], [-5.8986, -0.6050, 0.1277], [-7.8387, 0.3995, -1.2509], [-7.9050, 1.7926, -0.0969], [-10.1228, 1.1492, -1.3758], [-10.3018, 1.4089, 0.3923], [-9.0611, -1.9094, -0.8435], [-10.2761, -1.5417, -2.1657], [-10.8089, -3.2809, 0.3278], [-10.7527, -3.7947, -1.3920], [-14.3656, -3.3852, -0.4195], [-13.0164, -4.2272, 0.5160], [-13.2192, -4.4733, -1.1399], [2.8151, -6.8153, -0.5132], [1.4364, -6.8298, -0.7751], [0.9123, -5.4782, -1.0387], [-0.6235, -5.6148, -1.3179], [-0.8232, -6.7553, -2.3372], [-0.7189, -7.6892, -1.9668], [-1.8262, -6.7054, -2.4446], [-0.0543, -6.7711, -3.6733], [-0.3527, -8.0646, -4.4080], [-0.4834, -9.1515, -3.5248], [0.7540, -9.7624, -3.0513], [3.3209, -5.9252, -0.8875], [3.3617, -7.7120, -0.8054], [3.0550, -6.8556, 0.5493], [1.2756, -5.0544, -1.9749], [1.2154, -4.7307, -0.3055], [-1.0367, -4.6905, -1.7217], [-1.1206, -5.8495, -0.3767], [1.0290, -6.8873, -3.6404], [-0.2619, -5.8498, -4.2175], [0.3990, -8.2720, -5.1695], [-1.2430, -7.8350, -4.9934], [0.5833, -10.5668, -2.3358], [1.4271, -9.0828, -2.5288], [1.3112, -10.2052, -3.8769], [0.9131, -0.9951, 7.2314], [2.2327, -1.3418, 7.7406], [2.3934, -1.1335, 9.0875], [3.7974, -1.5552, 9.5212], [4.1952, -2.9122, 8.9065], [4.4390, -2.7630, 7.9378], [5.0819, -3.2122, 9.2858], [3.2574, -4.0824, 9.0157], [2.9988, -4.5016, 10.4254], [2.3404, -3.5701, 11.2692], [1.7325, -4.1814, 12.3390], [0.6755, 0.0449, 7.4554], [0.2341, -1.7392, 7.6476], [0.8791, -1.0915, 6.1462], [1.6409, -1.5638, 9.7483], [2.4495, -0.0747, 9.3405], [3.8016, -1.6012, 10.6102], [4.6485, -0.9349, 9.2403], [3.8081, -4.9071, 8.5633], [2.3173, -3.7797, 8.5545], [3.9961, -4.7495, 10.7888], [2.4143, -5.4132, 10.3016], [0.9359, -4.8408, 11.9945], [1.2583, -3.4681, 13.0132], [2.3740, -4.8164, 12.9501], [3.3468, -3.0164, -5.8284], [2.1472, -2.2816, -5.9185], [1.6926, -2.0213, -7.1892], [0.2491, -1.4771, -7.1441], [0.0765, -0.1790, -6.3086], [0.0451, -0.4401, -5.3334], [0.9365, 0.3359, -6.4328], [-1.2337, 0.6921, -6.5630], [-2.5098, -0.1260, -6.3229], [-2.3713, -1.0823, -5.3089], [-3.4864, -1.9811, -5.1730], [3.5141, -3.3292, -4.7978], [4.1972, -2.3860, -6.0884], [3.3141, -3.8790, -6.4939], [1.7459, -2.9804, -7.7043], [2.4198, -1.3349, -7.6230], [-0.5306, -2.1351, -6.7603], [-0.0336, -1.1370, -8.1403], [-1.1603, 1.1520, -7.5485], [-1.2326, 1.4891, -5.8194], [-2.6826, -0.6611, -7.2566], [-3.3533, 0.4657, -5.9672], [-3.3096, -3.0381, -5.3718], [-4.2855, -1.6681, -5.8451], [-4.0135, -2.1083, -4.2274], [-1.8546, 9.3147, 4.6747], [-1.0450, 9.0747, 3.5843], [-1.3717, 7.9887, 2.6745], [-0.5121, 8.0285, 1.4288], [-0.3518, 9.4988, 1.0300], [-1.2768, 9.9040, 1.0141], [-0.0314, 10.1024, 1.7737], [0.4101, 9.7781, -0.2479], [-0.3566, 10.8392, -1.1465], [0.3379, 11.5563, -2.1030], [-0.4089, 12.4143, -2.9487], [-2.7934, 9.7023, 4.2793], [-1.3803, 10.0314, 5.3452], [-2.1179, 8.3981, 5.2026], [-2.3953, 8.2471, 2.4034], [-1.3559, 7.1174, 3.3292], [-0.9844, 7.5302, 0.5821], [0.4997, 7.6591, 1.5956], [0.4510, 8.8967, -0.8879], [1.3860, 10.1633, 0.0476], [-0.9359, 11.4838, -0.4854], [-1.1244, 10.2839, -1.6852], [0.2787, 12.9402, -3.6111], [-0.9275, 13.2712, -2.5186], [-1.0276, 11.7883, -3.5916], [8.9718, -0.5941, -1.8326], [7.7579, 0.1132, -1.5401], [7.2017, 0.1276, -0.2818], [5.8508, 0.7874, -0.2302], [5.7337, 2.1570, -1.0241], [5.8011, 1.8590, -1.9868], [4.8336, 2.6096, -0.9529], [6.7097, 3.2177, -0.5454], [6.5248, 3.5028, 0.9385], [5.2547, 3.0333, 1.4795], [5.1567, 2.8428, 2.9029], [9.3607, -0.4567, -2.8415], [8.8528, -1.6749, -1.7557], [9.6603, -0.2570, -1.0577], [7.8237, 0.5966, 0.4806], [7.1359, -0.9280, -0.0181], [5.5529, 0.9226, 0.8095], [5.0183, 0.1863, -0.5960], [6.6123, 4.1261, -1.1398], [7.6813, 2.7985, -0.8070], [6.7444, 4.5325, 1.2207], [7.3391, 3.0093, 1.4690], [5.3028, 3.7700, 3.4570], [5.7852, 2.0345, 3.2766], [4.1055, 2.5868, 3.0355], [5.3759, 3.0098, -6.8920], [6.2489, 4.0867, -6.7484], [4.1991, 3.4174, -6.2888], [5.3020, 2.7504, -8.2324], [5.7606, 1.8717, -6.1695], [0.0528, 2.0177, -1.3028], [0.7697, 3.0453, -1.8851], [0.4673, 1.8696, 0.0347], [-1.3048, 2.3902, -1.3628], [0.2535, 0.7933, -1.8742]]
}

***

Record 2
{
  "formula": "C30H45NO4P2Pd",
  "method": "ωB97M-V/def2-TZVPD",
  "total_energy_ha": -2335.43990,
  "multiplicity": 5,
  "charge": 2,
  "s_squared": 6.03,
  "species": ["Pd", "C", "C", "C", "C", "C", "C", "H", "H", "H", "C", "H", "H", "H", "C", "H", "H", "H", "C", "H", "H", "H", "C", "H", "H", "H", "C", "C", "C", "C", "C", "C", "C", "C", "H", "H", "H", "H", "H", "H", "H", "H", "H", "H", "H", "H", "P", "C", "C", "P", "C", "C", "C", "H", "H", "H", "H", "H", "H", "H", "H", "H", "H", "H", "H", "H", "H", "O", "C", "O", "C", "C", "C", "C", "C", "C", "N", "O", "O", "H", "H", "H", "H"],
  "coordinates": [[1.6293, -2.3954, -2.8025], [-0.6560, -2.2882, 0.1262], [-0.1535, -3.3482, -0.6234], [1.6364, -2.0356, 0.0996], [0.4388, -1.4672, 0.5629], [1.3175, -3.1660, -0.8102], [-2.0829, -2.0126, 0.4491], [-2.7316, -2.8499, 0.1644], [-2.4660, -1.1056, -0.0449], [-2.1899, -1.8551, 1.5299], [0.3111, -0.2503, 1.3962], [-0.7383, -0.0259, 1.6208], [0.7399, 0.6255, 0.8868], [0.8542, -0.3574, 2.3470], [2.9804, -1.6390, 0.5368], [3.0893, -1.7763, 1.6269], [3.1403, -0.5644, 0.3477], [3.7716, -2.2166, 0.0417], [2.2326, -4.3408, -0.9945], [3.0933, -4.2781, -0.3210], [2.6110, -4.3575, -2.0371], [1.6964, -5.2777, -0.8098], [-0.9546, -4.4407, -1.2018], [-0.3195, -5.2796, -1.5027], [-1.5208, -4.0999, -2.0811], [-1.6914, -4.8108, -0.4731], [-1.8297, 3.3977, -1.3862], [-2.8497, 2.9978, -2.1576], [-2.9852, 3.1762, -3.6550], [-1.7792, 2.8605, -4.5689], [-1.1329, 1.5542, -4.1390], [-0.3407, 1.6964, -2.9022], [0.3866, 2.9534, -2.6128], [-0.5406, 4.0000, -1.8893], [-3.3088, 4.2085, -3.8810], [-1.0634, 3.6906, -4.5196], [-3.8234, 2.5235, -3.9549], [-0.7099, 4.8478, -2.5723], [-1.8903, 3.3124, -0.2919], [-3.7662, 2.6171, -1.6885], [0.0340, 4.3599, -1.0233], [1.2167, 2.7366, -1.9199], [-0.8274, 1.2987, -2.0112], [0.8351, 3.3807, -3.5266], [-2.1141, 2.7977, -5.6178], [-1.9361, 0.8114, -4.0040], [0.1204, 0.4921, -5.1963], [0.9174, 1.8317, -6.1087], [-0.9250, -0.4039, -6.3417], [0.8876, -0.3501, -2.8720], [1.4375, -0.5574, -4.6511], [-0.8083, -1.2455, -2.9062], [2.4167, 0.4802, -2.2936], [1.7939, 2.2035, -5.5628], [0.2356, 2.6701, -6.3016], [1.2463, 1.4156, -7.0698], [-0.8357, 0.0860, -7.3207], [-1.9762, -0.3801, -6.0308], [-0.5941, -1.4456, -6.4412], [2.7258, 1.2576, -3.0005], [3.1847, -0.3040, -2.2489], [2.3303, 0.9442, -1.2870], [2.4308, -0.1226, -4.8380], [1.3875, -1.6026, -5.0216], [-0.6777, -2.3454, -2.9338], [-1.3917, -0.9746, -3.7890], [-1.3500, -1.0001, -1.9917], [1.7244, 3.4088, 0.3416], [2.4589, 2.5156, 0.8194], [3.0352, 1.5411, 0.2223], [2.6513, 2.5428, 2.3251], [3.4503, 1.5796, 2.9893], [3.3594, 1.4090, 4.3675], [2.4726, 2.2196, 5.1107], [1.8046, 3.2971, 4.4882], [1.8920, 3.4415, 3.1084], [2.0528, 1.7960, 6.4033], [2.5557, 0.7518, 6.8797], [1.1802, 2.4616, 7.0024], [4.1179, 0.9381, 2.4157], [3.9228, 0.6319, 4.8775], [1.1889, 3.9596, 5.0907], [1.3293, 4.2379, 2.6220]]
}

***

Record 3
{
  "formula": "C3H5N3O",
  "method": "ωB97M-V/def2-TZVPD",
  "total_energy_ha": -356.57285,
  "smiles": "C/N=C(/C#N)NO",
  "species": ["C", "N", "C", "C", "N", "N", "O", "H", "H", "H", "H", "H"],
  "coordinates": [[-1.5541, -0.8465, -0.0557], [-0.2870, -1.2848, 0.0027], [0.5937, -0.2221, -0.1249], [2.0558, -0.7481, -0.0595], [3.0320, -1.6282, -0.0447], [0.3138, 0.9750, 0.0485], [1.3849, 1.8080, -0.1550], [-1.7244, -0.6610, 1.0578], [-1.9311, 0.1543, -0.7423], [-2.6262, -1.3342, -0.4024], [-0.6550, 1.4143, -0.2168], [1.3977, 2.3732, 0.6922]]
}

***

Record 4
{
  "formula": "C43H29ClI2MnN4O3P",
  "method": "ωB97M-V/def2-TZVPD",
  "total_energy_ha": -4648.76398,
  "multiplicity": 6,
  "charge": -1,
  "s_squared": 8.76,
  "species": ["Mn", "C", "C", "C", "C", "C", "C", "P", "C", "C", "C", "C", "C", "C", "C", "C", "C", "C", "C", "C", "C", "C", "C", "C", "H", "H", "H", "H", "H", "H", "H", "H", "H", "H", "H", "H", "H", "H", "H", "H", "I", "C", "C", "C", "I", "C", "C", "C", "C", "N", "C", "C", "O", "H", "H", "H", "H", "N", "C", "C", "C", "C", "C", "C", "C", "N", "C", "C", "N", "C", "H", "H", "H", "H", "H", "H", "H", "Cl", "C", "C", "O", "O", "H", "H"],
  "coordinates": [[13.0176, 11.3968, 7.1813], [15.2057, 12.7867, 13.2235], [15.2811, 13.9026, 12.4393], [14.3356, 14.0920, 11.3760], [13.5603, 12.9952, 10.9781], [13.5733, 11.8653, 11.7421], [14.3608, 11.7544, 12.8756], [12.6746, 13.0079, 9.4468], [12.6217, 14.8179, 8.9736], [13.7946, 15.3619, 8.5336], [13.8724, 16.6916, 8.1671], [12.6955, 17.4365, 8.1215], [11.4521, 16.8754, 8.5062], [11.4930, 15.5988, 9.0615], [10.9325, 12.7082, 9.9040], [10.3955, 13.3010, 11.0183], [9.0713, 13.0354, 11.3170], [8.3020, 12.2561, 10.5430], [8.8304, 11.5530, 9.3920], [8.1034, 10.6183, 8.6171], [8.7166, 9.9871, 7.5419], [10.0897, 10.1855, 7.2711], [10.8761, 11.0046, 8.0660], [10.2323, 11.7505, 9.1050], [15.8360, 12.5567, 14.0353], [15.9992, 14.6827, 12.6072], [14.3573, 15.0009, 10.9348], [12.9115, 10.9703, 11.5602], [14.3716, 10.7858, 13.4326], [14.6446, 14.7543, 8.5634], [14.8472, 17.0963, 7.9465], [12.7926, 18.4559, 7.7950], [10.5673, 17.5230, 8.5061], [10.7290, 15.1735, 9.6723], [10.9535, 13.9176, 11.6697], [8.6459, 13.4471, 12.2302], [7.2502, 12.1140, 10.8929], [7.0165, 10.4632, 8.8355], [8.0947, 9.4164, 6.8021], [10.5522, 9.7060, 6.3912], [8.8326, 13.4015, 6.0648], [10.5866, 14.3618, 5.6957], [10.4230, 15.7660, 5.4168], [11.5581, 16.4906, 5.1454], [11.2119, 18.5947, 4.7045], [12.8780, 15.8895, 5.0739], [14.0181, 16.6320, 4.7535], [15.2350, 16.0125, 4.9064], [15.2999, 14.6878, 5.3306], [14.2502, 13.9595, 5.5493], [13.0072, 14.5273, 5.4401], [11.8549, 13.7096, 5.7102], [11.9703, 12.4298, 5.8571], [9.4273, 16.2356, 5.2885], [13.8589, 17.6303, 4.3041], [16.1321, 16.3520, 4.4348], [16.2379, 14.1202, 5.3900], [21.7179, 12.5456, 13.3692], [20.7766, 12.5396, 12.7144], [19.9593, 12.6019, 11.5748], [20.4336, 12.7811, 10.2512], [19.5899, 12.5247, 9.1993], [18.2803, 12.1358, 9.3818], [17.7610, 11.9738, 10.6269], [18.6308, 12.1516, 11.6819], [17.3401, 11.9019, 8.3691], [17.5383, 11.4463, 7.0674], [16.3093, 11.4230, 6.4948], [15.3134, 11.7919, 7.4073], [15.9900, 12.0502, 8.5146], [21.4595, 13.0597, 10.0050], [20.1033, 12.6834, 8.2779], [16.7213, 11.7970, 10.8749], [18.0555, 12.1122, 12.6037], [18.4617, 10.9619, 6.6984], [15.9683, 11.0174, 5.5251], [15.5434, 12.3708, 9.4190], [16.5125, 7.7153, 7.7645], [14.7693, 7.5140, 7.8670], [14.0467, 8.9473, 7.9252], [14.0385, 9.4098, 9.0649], [13.6473, 9.4425, 6.8081], [14.4873, 6.9109, 8.7666], [14.3544, 7.0529, 6.9134]]
}